The following is a quantum chemistry calculation of a 2-piece molecular cluster, CBr3NO overall in a non-equilibrium geometry, from OMol25.

Summary:
energy above the lowest of the compared OMol25 structures with the same formula, charge and spin = 35.1 kJ/mol
Kohn-Sham gap = 8.03 eV
net charge = 0

Structure (XYZ):
```
6
Properties=species:S:1:pos:R:3:forces:R:3
Br -2.0964 0.8829 0.1847 -0.414 0.650 -0.592
N 1.6716 -0.4576 -0.2157 -1.363 -0.292 2.613
Br -3.1375 2.4528 -1.2132 0.439 -0.668 0.595
Br 0.2077 -2.2916 1.4400 0.424 0.842 -0.328
C 1.0717 -0.7974 0.7411 -0.695 -1.695 0.149
O 2.2829 0.2109 -0.9370 1.610 1.162 -2.437
```
Forces are in eV/Å.